DFT (ωB97M-V/def2-TZVPD) results for a structure of composition C24H47F4GeIrN3O2Si3.

Values from the calculation:
2S+1: 1
Frontier orbital gap (spin up / spin down) (eV): 5.53 / 5.58
Relative energy (zero: lowest compared OMol25 entry of this formula, charge and spin) (eV): 0.000
Total charge: +3
Total energy (a.u.): -4705.7696
HOMO energy (spin up / spin down) (eV): -15.94 / -15.92
Molecular weight (g/mol): 834.74

CARTESIAN COORDINATES (ANGSTROEM)
C 1.4350 -1.1996 -5.8824
C 5.1581 -0.3831 -0.3983
N 0.0586 -2.3783 0.1159
C 0.2096 -3.4304 -4.0707
C 1.5057 -2.7042 0.2090
H -0.7953 -0.9263 3.0519
H -0.7481 -2.9871 -3.7999
C 7.0031 1.1656 0.1006
H 7.6925 1.3443 0.9208
H 6.7249 2.1163 -0.3507
H -1.6756 -3.3126 -0.6387
H 0.5467 -0.5759 -5.9595
H 4.3467 2.0683 -2.5041
C 6.1415 -0.2844 -1.5790
H -0.7151 5.1440 2.2990
C -0.5545 -2.3494 1.4843
H 2.3256 -0.5969 -6.0486
H 3.9655 -1.8795 -3.9694
H 5.9320 0.0493 1.5178
C 1.4643 3.5095 -2.2583
F -0.8144 4.3845 -0.2281
H 1.5616 1.6749 -5.8202
Si 2.0125 2.1134 -3.3689
H 0.3922 3.5398 -2.0803
H 1.6239 -3.6707 0.7023
F -0.3933 1.7228 -0.6799
H 0.0558 -3.9480 -5.0251
H 1.9665 3.4484 -1.2902
Ge 1.4648 -0.0832 -2.3711
C -3.4559 -1.8407 -1.6150
H -3.0422 -2.6063 -2.2702
N 5.7254 0.5478 0.6539
H 1.7316 4.4547 -2.7346
H 5.1465 -1.3972 0.0010
O 3.1514 -0.6332 -1.6241
Ir -0.1741 -0.4616 -0.5400
C 1.1840 2.3163 -5.0294
H 5.0003 1.2544 0.8458
H 3.3598 -3.1954 -2.9458
C 7.4543 0.1470 -0.9284
H 1.9198 -2.7456 -0.7944
H 6.2135 -1.2341 -2.1034
C -0.3999 2.2477 0.6148
H -2.8561 0.6726 -3.6758
C -0.0993 -1.1188 2.2369
H 0.1002 2.1948 -4.9831
H -0.2498 -3.3980 -1.6933
C -3.2688 1.0016 -0.4684
C 3.8801 2.0728 -3.4873
H 0.8921 -1.2413 2.6821
F -0.2738 3.6531 4.3769
H -2.8346 1.9904 -0.6041
H -3.2643 0.7465 0.5928
C -0.5910 3.5959 0.8166
C -0.2159 1.3328 1.6400
C -0.1502 1.8438 2.9306
H -1.4937 -0.4398 -3.8364
Si 1.5480 -2.1954 -4.3436
C 3.2657 -2.7124 -3.9162
N -0.0920 -0.0120 1.2748
O 3.2444 1.0293 -0.1254
H 5.8081 0.4715 -2.2870
C -0.3271 3.2080 3.1385
F 0.0767 1.0370 3.9673
H -3.7061 -2.2749 -0.6467
H 0.4937 -4.1815 -3.3360
H -4.4101 -1.5282 -2.0557
H 8.1559 0.5798 -1.6376
H -1.2665 1.1985 -3.1561
H 1.3752 -1.9381 -6.6933
H 1.3711 3.3485 -5.3378
C 3.7302 0.0772 -0.7066
H -1.6334 -2.3070 1.3311
H 4.2163 2.9846 -3.9885
H -0.3155 -3.2787 2.0060
H -4.3190 1.0636 -0.7693
C -1.9285 0.3312 -3.1990
H 3.5543 -3.4391 -4.6865
C -0.5591 4.0926 2.1014
Si -2.4423 -0.2933 -1.5156
H -0.3526 -4.4199 -0.2336
H 7.9465 -0.6974 -0.4424
H 4.2617 1.2262 -4.0623
C -0.6019 -3.4506 -0.6687
H 2.0124 -1.9329 0.7816

Cartesian forces, eV/Å:
C -0.120 -0.032 -0.050
C 0.074 0.090 -0.074
N 0.076 -0.221 -0.083
C -0.039 -0.121 -0.256
C -0.046 -0.044 0.061
H -0.016 0.038 -0.034
H -0.007 0.029 -0.029
C -0.053 -0.009 0.029
H 0.002 0.006 0.000
H 0.009 -0.006 -0.018
H -0.027 -0.001 -0.009
H -0.041 0.026 0.010
H -0.051 0.032 0.107
C -0.026 -0.071 0.022
H 0.003 0.021 -0.003
C -0.121 -0.011 0.030
H 0.023 0.048 -0.005
H 0.006 0.012 -0.020
H -0.075 0.013 0.022
C 0.082 -0.234 0.122
F -0.031 0.009 0.038
H 0.077 -0.073 -0.035
Si -0.058 0.538 0.156
H -0.015 -0.024 -0.141
H 0.016 0.013 0.004
F -0.041 -0.039 -0.041
H 0.006 -0.033 0.041
H 0.008 0.080 0.004
Ge 0.422 -0.407 -0.307
C -0.009 0.020 -0.055
H -0.002 -0.034 0.010
N 0.027 0.041 -0.075
H 0.098 0.023 -0.004
H -0.056 0.043 0.055
O -0.139 -0.166 -0.166
Ir -0.018 -0.076 -0.907
C -0.044 -0.180 0.066
H 0.023 -0.064 0.088
H -0.030 -0.030 0.015
C 0.010 -0.024 0.025
H 0.034 -0.011 -0.012
H 0.007 0.002 0.001
C -0.003 0.172 0.255
H 0.001 -0.003 -0.016
C 0.283 -0.067 0.116
H -0.001 0.010 0.033
H -0.026 -0.023 0.111
C -0.025 -0.071 -0.057
C -0.028 -0.085 -0.146
H -0.048 -0.043 0.003
F 0.012 0.018 0.105
H -0.036 0.026 0.028
H 0.021 0.016 0.015
C 0.018 -0.085 -0.183
C 0.125 -0.251 -0.173
C -0.087 0.177 -0.058
H 0.001 0.007 0.009
Si -0.106 0.469 0.666
C 0.002 -0.066 -0.047
N -0.303 0.357 0.409
O -0.050 0.010 0.032
H -0.028 0.024 -0.046
C -0.005 -0.074 0.035
F 0.022 0.041 0.023
H 0.040 -0.012 0.032
H 0.008 -0.056 -0.056
H 0.006 0.009 -0.026
H 0.000 -0.006 -0.006
H 0.012 0.005 -0.019
H 0.036 0.042 -0.021
H 0.016 0.028 0.021
C 0.230 0.064 0.047
H -0.017 -0.003 0.037
H -0.048 -0.002 -0.048
H 0.025 0.043 0.014
H -0.001 -0.020 -0.033
C 0.057 0.027 -0.040
H 0.045 -0.016 0.023
C 0.006 0.013 0.075
Si -0.218 0.031 0.289
H 0.020 -0.005 -0.008
H 0.019 0.007 -0.001
H -0.011 0.013 -0.020
C 0.024 0.071 0.003
H 0.075 0.035 0.038